Molecular formula: C78H197BN27O38
Method: DFT, ωB97M-V with the def2-TZVPD basis set

As for the total charge: -1. As for the total energy: -7452.5908 hartree. The calculation puts the largest force on an atom at 5.66 eV Å⁻¹.

Structure (XYZ):
```
341
Properties=species:S:1:pos:R:3:mulliken_charge:R:1
O 2.400 0.834 3.538 0.623
C 1.994 0.632 2.440 -0.657
O 0.977 -0.155 2.085 0.281
B 0.857 -0.342 0.635 -0.509
O 1.822 0.681 0.115 0.188
C 2.599 1.065 1.084 0.247
O 3.645 1.670 0.996 0.517
O -0.523 -0.137 0.432 -0.231
C -0.977 -1.164 -0.295 0.189
O -2.106 -1.342 -0.605 -0.682
C 0.231 -2.146 -0.587 0.421
O 1.288 -1.650 0.030 -0.161
O 0.326 -3.067 -1.321 -0.418
C -3.428 -2.756 6.633 -0.850
O -3.437 -2.311 5.277 -0.336
C -2.169 -2.077 4.679 0.209
C -2.559 -1.679 3.216 -0.349
N -3.444 -2.688 2.593 0.526
C -2.589 -3.792 2.059 -0.182
C -3.061 -4.285 0.717 -0.054
O -4.366 -4.797 0.734 -0.339
C -4.495 -6.178 1.108 -1.022
H -2.622 -3.495 6.852 0.294
H -4.397 -3.249 6.769 0.262
H -3.345 -1.949 7.310 0.276
H -1.507 -3.024 4.577 0.034
H -1.554 -1.292 5.225 0.057
H -1.685 -1.424 2.573 -0.513
H -3.128 -0.786 3.274 -0.014
H -4.008 -2.991 3.338 0.457
H -2.498 -4.560 2.822 0.625
H -1.624 -3.374 1.948 -0.318
H -2.408 -5.120 0.432 0.719
H -3.081 -3.440 -0.074 -0.702
H -3.616 -6.487 1.672 0.386
H -4.616 -6.785 0.268 0.337
H -5.374 -6.265 1.856 0.230
C 1.015 5.165 8.761 -0.582
O 1.404 6.124 7.848 -0.545
C 2.009 5.668 6.614 0.264
C 0.930 5.318 5.638 -0.433
N 1.453 4.719 4.423 1.660
C 0.436 4.696 3.403 -0.690
C -0.084 3.338 3.198 -0.354
O -0.604 2.859 4.396 -0.636
C -1.335 1.704 4.156 0.062
H 0.494 5.700 9.532 0.346
H 1.831 4.648 9.299 0.179
H 0.393 4.422 8.362 0.232
H 2.667 4.875 6.836 0.200
H 2.542 6.580 6.220 -0.123
H 0.515 6.323 5.414 0.206
H 0.102 4.793 6.146 0.086
H 1.699 3.747 4.623 -0.911
H 0.824 5.126 2.432 -1.031
H -0.419 5.239 3.779 0.678
H 0.808 2.761 2.782 -0.193
H -0.918 3.363 2.475 0.770
H -1.727 1.285 5.123 0.418
H -0.692 0.967 3.663 -0.313
H -2.209 1.910 3.468 -0.054
C 8.897 -3.418 2.571 -0.948
O 7.517 -3.793 2.346 -0.111
C 6.992 -4.084 3.594 -0.269
C 5.759 -4.937 3.503 -0.957
N 4.660 -4.429 2.664 0.822
C 3.485 -5.387 2.505 -0.425
C 2.488 -5.445 3.677 -0.245
O 1.360 -6.263 3.319 -0.442
C 0.185 -5.731 2.808 -0.160
H 9.260 -2.982 1.674 0.261
H 9.521 -4.312 2.792 0.303
H 8.978 -2.730 3.439 0.315
H 6.776 -3.020 4.014 0.021
H 7.631 -4.681 4.194 0.441
H 5.393 -5.018 4.515 0.355
H 6.039 -5.966 3.148 0.491
H 4.960 -4.311 1.696 -0.417
H 3.876 -6.421 2.377 0.088
H 2.971 -5.209 1.549 -0.007
H 2.109 -4.440 3.862 -0.019
H 2.895 -5.874 4.613 0.396
H -0.175 -6.435 1.993 0.037
H 0.272 -4.741 2.331 0.009
H -0.579 -5.715 3.564 0.419
C -5.308 1.872 4.131 -0.892
O -5.224 1.857 2.712 0.098
C -6.010 2.788 2.041 -0.368
C -7.502 2.531 2.123 -0.893
N -7.713 1.217 1.492 0.408
C -9.143 0.778 1.542 -0.401
C -10.048 1.531 0.600 -0.375
O -11.209 0.822 0.547 -0.434
C -11.231 -0.338 -0.269 -0.488
H -5.386 2.937 4.463 0.430
H -4.368 1.460 4.505 0.075
H -6.144 1.347 4.537 0.296
H -5.692 2.744 0.959 -0.212
H -5.680 3.783 2.401 0.519
H -7.999 3.341 1.588 0.473
H -7.900 2.515 3.159 0.383
H -7.268 0.507 2.105 -0.160
H -9.571 0.909 2.554 0.269
H -9.198 -0.305 1.308 0.084
H -9.544 1.457 -0.368 0.185
H -10.283 2.547 0.930 0.311
H -10.893 -1.160 0.340 0.287
H -10.491 -0.232 -1.107 0.167
H -12.271 -0.425 -0.586 0.249
C 0.767 1.492 -2.826 -0.055
O 1.668 2.162 -3.707 1.247
C 1.227 3.543 -3.808 0.496
C 2.371 4.358 -4.215 -0.629
N 2.773 4.072 -5.589 -0.386
C 4.065 3.418 -5.687 0.319
C 4.546 3.447 -7.142 -0.967
O 3.591 2.739 -7.934 -0.379
C 3.727 1.327 -7.855 -0.681
H 0.793 1.933 -1.812 -0.153
H 1.101 0.521 -2.712 -0.118
H -0.262 1.455 -3.247 -0.159
H 0.721 3.744 -2.827 -0.922
H 0.425 3.579 -4.582 0.178
H 3.152 4.231 -3.447 -0.101
H 2.079 5.413 -4.063 0.469
H 2.156 3.467 -6.045 0.376
H 4.093 2.414 -5.219 -0.399
H 4.734 4.026 -5.102 0.554
H 5.529 3.058 -7.443 0.345
H 4.512 4.452 -7.505 0.348
H 4.722 1.047 -8.176 0.440
H 3.062 0.893 -8.526 0.261
H 3.652 0.847 -6.862 0.213
C 3.434 7.671 3.855 -0.554
O 2.976 8.031 2.557 -0.453
C 3.713 7.535 1.440 -1.107
C 3.104 6.226 0.915 0.196
N 1.728 6.461 0.581 -0.542
C 1.173 5.206 -0.071 -0.439
C -0.328 5.426 -0.291 0.101
O -1.112 5.206 0.869 0.003
C -2.466 5.458 0.572 -0.693
H 4.488 7.861 3.922 0.460
H 3.155 6.660 4.138 -0.137
H 2.965 8.397 4.490 0.419
H 4.743 7.326 1.816 0.325
H 3.706 8.241 0.664 0.486
H 3.360 5.381 1.551 -0.182
H 3.756 6.051 0.082 0.391
H 1.238 6.742 1.417 0.519
H 1.295 4.354 0.641 -0.306
H 1.728 5.131 -0.911 0.979
H -0.743 4.794 -1.067 -0.500
H -0.491 6.474 -0.632 0.385
H -2.903 5.384 1.565 0.237
H -2.837 4.715 -0.175 0.159
H -2.660 6.481 0.252 0.318
C 2.130 -8.286 0.395 -0.921
O 1.621 -7.109 -0.135 0.103
C 1.437 -7.201 -1.539 -0.697
C 2.654 -7.058 -2.399 -0.613
N 3.201 -5.724 -2.387 0.808
C 4.448 -5.659 -3.203 -0.455
C 5.749 -6.046 -2.570 -0.731
O 5.866 -5.188 -1.465 0.004
C 7.169 -5.048 -1.022 -0.712
H 2.281 -8.048 1.444 0.167
H 2.998 -8.640 -0.095 0.380
H 1.388 -9.080 0.445 0.310
H 0.788 -6.378 -1.747 0.043
H 0.952 -8.132 -1.819 0.384
H 2.361 -7.277 -3.432 0.402
H 3.419 -7.754 -1.975 0.268
H 3.443 -5.421 -1.456 -0.340
H 4.436 -4.617 -3.635 -0.267
H 4.306 -6.245 -4.113 0.596
H 6.585 -5.838 -3.245 0.497
H 5.696 -7.105 -2.233 0.285
H 7.623 -6.016 -1.113 0.470
H 7.113 -4.657 -0.015 -0.139
H 7.702 -4.304 -1.575 0.321
C 6.184 5.830 5.553 -0.460
O 6.541 4.490 5.828 -0.388
C 5.474 3.655 6.171 -1.498
C 4.485 3.316 5.095 2.917
N 5.024 2.356 4.098 1.527
C 6.001 2.932 3.160 0.182
C 7.367 2.221 3.217 -0.859
O 8.295 3.114 2.588 -0.320
C 9.613 2.927 2.761 -0.891
H 5.744 6.377 6.417 0.313
H 5.513 5.850 4.772 0.001
H 7.081 6.380 5.344 0.321
H 4.881 4.038 6.961 0.590
H 5.830 2.777 6.551 0.423
H 4.066 4.239 4.655 -0.507
H 3.536 2.886 5.635 -1.782
H 4.192 1.958 3.682 -1.285
H 6.127 3.963 3.518 0.053
H 5.646 3.057 2.139 0.087
H 7.409 1.249 2.585 0.142
H 7.648 2.005 4.227 0.578
H 9.983 1.927 2.412 0.284
H 9.809 2.837 3.782 0.388
H 10.207 3.691 2.251 0.246
C 4.868 -1.194 0.416 -0.254
O 4.590 -0.648 -0.850 -0.278
C 4.362 -1.794 -1.780 0.890
C 4.454 -1.262 -3.201 -1.899
N 3.193 -0.848 -3.709 0.986
C 2.380 -1.952 -4.295 -0.496
C 1.109 -1.571 -5.076 -0.020
O 1.439 -0.517 -6.045 -0.297
C 0.297 0.146 -6.559 -0.307
H 4.117 -1.921 0.725 0.293
H 4.923 -0.417 1.193 -0.724
H 5.894 -1.638 0.397 0.698
H 3.378 -2.204 -1.500 -0.242
H 5.126 -2.553 -1.646 -0.017
H 4.908 -2.087 -3.834 0.437
H 5.151 -0.457 -3.136 0.601
H 3.246 -0.048 -4.375 -0.526
H 2.032 -2.584 -3.423 -0.355
H 2.995 -2.516 -4.961 0.633
H 0.235 -1.266 -4.455 -0.767
H 0.774 -2.428 -5.611 0.935
H -0.189 -0.351 -7.399 0.338
H 0.617 1.148 -6.880 0.419
H -0.470 0.184 -5.768 -0.353
C -8.662 0.530 -5.297 -0.907
O -7.437 1.163 -4.919 -0.195
C -6.736 1.809 -5.954 -0.240
C -5.967 2.969 -5.439 -1.226
N -4.794 2.582 -4.774 0.374
C -3.992 3.601 -4.168 -1.642
C -3.020 3.133 -3.159 1.001
O -3.664 2.951 -1.960 -0.503
C -2.795 2.139 -1.227 -0.006
H -8.511 -0.245 -6.039 0.270
H -9.460 1.194 -5.634 0.324
H -9.016 -0.012 -4.399 0.216
H -7.385 1.974 -6.792 0.616
H -5.989 1.144 -6.322 0.014
H -6.504 3.576 -4.732 0.431
H -5.675 3.760 -6.141 0.507
H -5.010 1.835 -4.073 -0.362
H -4.573 4.404 -3.591 0.276
H -3.548 4.224 -4.889 0.604
H -2.177 3.820 -3.038 0.262
H -2.506 2.202 -3.430 -0.567
H -3.191 2.005 -0.208 0.090
H -1.828 2.556 -1.143 0.359
H -2.649 1.111 -1.508 -0.090
C -5.786 1.783 -9.262 -0.813
O -5.471 0.441 -8.981 -0.171
C -6.491 -0.405 -9.416 -0.509
C -6.348 -1.811 -8.707 -0.761
N -6.295 -1.730 -7.290 0.358
C -6.022 -3.002 -6.624 -1.171
C -6.254 -2.778 -5.144 0.754
O -6.000 -4.045 -4.561 -0.507
C -5.623 -3.870 -3.243 -0.199
H -4.888 2.347 -8.898 0.201
H -6.701 2.123 -8.779 0.327
H -5.856 1.950 -10.376 0.337
H -6.381 -0.496 -10.581 0.325
H -7.478 -0.109 -9.083 0.312
H -5.366 -2.369 -9.088 0.297
H -7.192 -2.445 -8.872 0.414
H -5.521 -1.104 -7.149 -0.343
H -4.980 -3.279 -6.809 0.211
H -6.698 -3.779 -6.954 0.534
H -7.231 -2.314 -4.943 0.271
H -5.435 -2.106 -4.755 -0.416
H -5.867 -4.830 -2.763 0.390
H -6.062 -2.972 -2.845 0.128
H -4.523 -3.784 -3.191 0.056
C -7.460 -2.904 0.575 0.445
O -8.631 -2.638 0.568 -0.717
N -6.533 -2.342 1.412 0.083
N -6.851 -3.770 -0.305 -0.105
H -5.712 -2.868 1.498 -0.136
H -6.920 -2.156 2.327 0.263
H -7.385 -4.201 -1.016 0.224
H -5.854 -3.987 -0.171 0.113
C 1.137 -2.014 6.538 0.551
O 0.137 -1.354 6.887 -0.794
N 1.812 -1.881 5.371 0.889
N 1.673 -2.873 7.555 -0.450
H 2.606 -2.430 5.108 -0.474
H 1.608 -1.126 4.694 -0.510
H 2.341 -3.599 7.271 0.166
H 1.128 -3.018 8.459 0.284
C 2.051 1.657 7.790 0.379
O 2.682 2.680 7.985 -0.539
N 2.405 0.440 8.385 -0.333
N 1.049 1.590 6.871 0.239
H 1.666 -0.230 8.675 0.168
H 3.086 0.623 9.151 0.291
H 0.733 2.410 6.352 -0.230
H 0.624 0.735 6.678 0.075
C -2.548 -1.422 -5.111 -0.106
O -2.103 -2.429 -5.630 -0.695
N -3.104 -0.431 -5.896 0.098
N -2.551 -1.231 -3.741 2.725
H -2.832 -0.363 -6.858 0.314
H -3.334 0.481 -5.469 -0.145
H -2.314 -2.009 -3.136 -0.486
H -3.105 -0.493 -3.323 -1.812
C 5.021 2.990 -1.811 0.404
O 5.254 4.059 -2.398 -0.770
N 4.024 2.136 -2.079 2.004
N 5.896 2.568 -0.835 -0.310
H 3.964 1.305 -1.509 -0.755
H 3.431 2.416 -2.857 -0.950
H 5.479 2.012 -0.148 -0.130
H 6.546 3.257 -0.489 0.342
C 0.626 -5.179 -5.370 0.540
O 1.644 -5.642 -5.901 -0.692
N -0.550 -5.153 -6.039 -0.416
N 0.675 -4.587 -4.130 0.485
H -0.458 -5.131 -7.073 0.285
H -1.201 -4.423 -5.811 0.254
H 1.590 -4.648 -3.693 -0.482
H -0.118 -4.192 -3.578 0.026
C -5.513 0.265 -1.650 0.200
O -4.893 -0.176 -2.659 0.135
N -5.170 -0.079 -0.429 1.617
N -6.582 1.049 -1.822 0.078
H -5.637 0.378 0.405 -0.637
H -4.396 -0.745 -0.255 -0.813
H -6.896 1.197 -2.783 -0.069
H -7.144 1.324 -1.102 0.180
C 4.964 -1.352 5.268 0.008
O 4.856 -2.371 5.946 -0.678
N 4.765 -1.356 3.888 1.110
N 5.306 -0.140 5.728 0.083
H 5.412 -0.744 3.393 0.008
H 4.731 -2.328 3.542 -0.649
H 5.484 0.021 6.720 0.258
H 5.428 0.718 5.150 -0.106
```